{
  "formula": "C35H61F2IN2O10S8",
  "method": "ωB97M-V/def2-TZVPD",
  "species": ["C", "C", "C", "F", "C", "C", "C", "C", "C", "C", "C", "I", "C", "C", "N", "C", "C", "F", "C", "C", "C", "O", "N", "O", "C", "C", "C", "C", "C", "C", "S", "O", "O", "O", "C", "S", "C", "S", "H", "H", "H", "H", "H", "H", "H", "H", "H", "H", "H", "H", "H", "H", "H", "H", "H", "H", "H", "H", "H", "H", "H", "H", "H", "H", "H", "H", "H", "H", "H", "C", "S", "O", "C", "H", "H", "H", "H", "H", "H", "C", "S", "O", "C", "H", "H", "H", "H", "H", "H", "C", "S", "O", "C", "H", "H", "H", "H", "H", "H", "C", "S", "O", "C", "H", "H", "H", "H", "H", "H", "C", "S", "O", "C", "H", "H", "H", "H", "H", "H"],
  "positions_angstrom": [[4.2648, 3.3770, -1.7856], [4.8073, 2.5924, -3.0521], [5.2482, 1.1302, -2.6151], [6.2908, 1.3051, -1.6775], [4.0575, 0.2658, -2.0972], [2.7225, 0.5785, -2.6310], [1.5311, -0.1754, -2.2098], [1.6146, -1.2902, -1.2816], [2.9570, -1.5981, -0.7481], [4.1520, -0.8309, -1.1269], [5.5181, -1.2044, -0.4748], [5.7432, 0.1219, 1.2677], [5.6030, -2.6783, 0.0839], [7.0670, -2.8729, 0.7077], [0.5302, -2.1113, -0.7848], [0.1750, -1.8307, 0.6364], [0.8674, -2.9627, 1.5287], [0.6950, -0.6105, 1.0943], [-0.6178, -2.1894, -1.6600], [-1.4707, -3.3968, -1.5262], [-1.1484, -4.5433, -0.5223], [-1.7992, -4.3426, 0.7731], [-2.7230, -5.3717, 0.9167], [-3.8125, -4.9335, 1.0312], [-2.6772, -3.5506, -2.3326], [-3.1245, -2.5520, -3.2886], [-4.4455, -2.7021, -4.1144], [-5.4855, -1.6328, -3.5573], [-5.6402, -1.7016, -1.9819], [-4.7207, -0.6544, -1.2127], [-5.3804, -0.1226, 0.4019], [-4.2332, 0.4263, 1.1382], [-6.3756, 0.9315, 0.2813], [-5.9684, -1.3636, 1.3037], [-2.2757, -1.3459, -3.4570], [-2.6883, -0.0205, -4.6580], [-1.0621, -1.1976, -2.6372], [-0.0928, 0.3308, -2.8890], [4.5913, 4.4575, -1.7840], [3.1447, 3.3798, -1.8135], [4.6354, 2.9541, -0.8134], [5.7304, 3.1439, -3.3944], [4.0988, 2.5861, -3.9149], [5.6522, 0.6237, -3.5418], [2.5308, 1.4026, -3.3539], [3.0411, -2.4297, -0.0055], [6.3537, -1.0540, -1.2128], [4.8279, -2.7616, 0.9002], [5.3880, -3.4674, -0.6858], [7.7368, -2.1821, 0.1271], [7.3749, -3.9502, 0.6007], [7.1020, -2.5236, 1.7684], [-0.9329, -1.9244, 0.7415], [1.3009, -3.7856, 0.9038], [0.1432, -3.3893, 2.2785], [1.7346, -2.5268, 2.1039], [-0.0490, -4.7347, -0.4272], [-1.5911, -5.4771, -0.9784], [-3.3067, -4.4635, -2.1761], [-4.8712, -3.7394, -4.0369], [-4.2995, -2.5028, -5.2079], [-6.5064, -1.7792, -4.0115], [-5.1886, -0.5809, -3.8097], [-5.3681, -2.7265, -1.5973], [-6.7156, -1.4986, -1.7123], [-3.7426, -1.1861, -1.0283], [-4.5236, 0.2663, -1.8135], [-5.3399, -2.1088, 1.2113], [-2.2678, -0.5683, -5.8547], [-4.0582, -5.4583, 3.9982], [-3.7728, -3.9221, 4.8962], [-2.8017, -4.2193, 5.9893], [-5.4115, -3.8325, 5.6419], [-3.1393, -5.7303, 3.4822], [-4.3310, -6.2525, 4.6948], [-4.8529, -5.3102, 3.2671], [-5.5995, -4.7280, 6.2359], [-6.1630, -3.7360, 4.8572], [-5.4484, -2.9552, 6.2873], [11.1999, 2.4526, 2.4709], [9.7692, 1.4134, 2.8249], [10.1721, 0.0012, 2.5750], [8.7909, 1.9519, 1.4117], [11.9659, 2.2495, 3.2189], [11.5908, 2.2217, 1.4789], [10.9097, 3.5027, 2.5265], [9.3333, 1.7526, 0.4858], [8.5779, 3.0188, 1.5007], [7.8506, 1.3924, 1.4106], [-2.3470, 3.3690, -2.9157], [-1.9199, 4.2458, -4.4317], [-0.4382, 4.1753, -4.5878], [-2.3194, 5.8898, -3.8126], [-2.1379, 2.3087, -3.0587], [-1.7494, 3.7467, -2.0847], [-3.4095, 3.5018, -2.7048], [-1.7227, 6.1091, -2.9260], [-3.3817, 5.9413, -3.5724], [-2.0912, 6.6144, -4.5905], [-3.7403, -2.4800, 11.3909], [-4.4490, -2.5914, 9.7367], [-5.6126, -3.5214, 9.8115], [-3.0802, -3.5017, 9.0031], [-4.4554, -1.9728, 12.0382], [-3.5447, -3.4804, 11.7795], [-2.8152, -1.9033, 11.3522], [-2.9251, -4.4385, 9.5407], [-2.1758, -2.8927, 9.0402], [-3.3269, -3.7170, 7.9637], [-1.2319, 9.1616, -5.8481], [-1.6968, 9.6471, -4.1740], [-3.1387, 9.3194, -3.9966], [-1.5783, 11.4234, -4.4572], [-1.2748, 8.0758, -5.9170], [-1.9254, 9.5985, -6.5680], [-0.2143, 9.4960, -6.0545], [-2.2505, 11.7165, -5.2648], [-0.5495, 11.6836, -4.7099], [-1.8665, 11.9367, -3.5406]],
  "forces_ev_per_angstrom": [[-0.3600, 0.4456, -0.3491], [0.8962, 0.2177, 1.1501], [-0.7959, 0.6097, -1.3522], [-0.7585, -0.4779, -0.6835], [-2.2099, -0.4411, 0.5490], [-0.1682, -1.7431, 1.4574], [0.9732, -0.7222, 0.5863], [3.3278, 0.8717, -0.0853], [-0.3187, 1.5643, -1.4009], [-1.1853, -0.0497, -0.3827], [-0.9949, -0.9880, -0.7784], [-0.5466, -0.5486, -0.5021], [0.5239, 0.6458, 1.0366], [-0.8318, 0.1032, -0.6779], [-0.8750, 2.2356, -1.2243], [1.2946, -2.0830, 1.1980], [0.1493, 0.3678, 0.5399], [-1.0686, -0.7515, -0.7711], [-2.6055, -1.3815, -0.7852], [-0.3461, 1.3544, -0.8011], [0.2677, -0.5946, -1.4622], [0.7245, 0.5626, -0.8625], [-1.5074, 0.1801, -0.3173], [0.7761, -0.4272, 0.2707], [0.5752, 1.4312, -0.0787], [1.6780, 0.5195, 0.1619], [-0.0561, 0.7829, 0.5509], [-0.3844, -0.1378, 0.5086], [-0.2986, 0.3698, 0.2009], [-0.1014, -2.0828, -0.6231], [1.8869, 4.3855, 2.3812], [-0.6718, -1.9535, -1.0780], [-0.3532, -2.4947, -0.7307], [0.4059, 0.2866, -1.8475], [0.6194, -2.0025, 1.0550], [0.3361, -0.8807, 0.1413], [-0.1636, -0.4824, -0.0588], [0.6020, -1.3055, 0.5607], [-0.3233, -1.1242, -0.2253], [0.9581, -0.0491, 0.3443], [-0.4230, 0.1398, -1.0212], [-0.7937, -0.8912, 0.1830], [0.5294, -0.0574, 0.8094], [0.0116, 0.3468, 1.1448], [0.3704, -0.7872, 0.6949], [-0.0631, 0.9517, -0.9094], [-0.7612, 0.2430, 1.0272], [0.8452, -0.1687, -0.8194], [0.1952, 0.9714, 0.4250], [-0.2383, -0.9667, 0.5480], [-0.0982, 1.2034, 0.2566], [-0.0163, -0.5366, -0.8822], [0.8655, 0.7190, -0.0409], [-0.6327, 0.7547, 0.5042], [0.7533, 0.4308, -0.8141], [-0.9652, -0.2408, -0.5708], [-1.0393, 0.5019, 0.2121], [0.4954, 0.8772, 0.5389], [0.6726, 0.8978, -0.2346], [0.4830, 0.9534, 0.1825], [0.1501, -0.1445, 0.9896], [1.0913, -0.0633, 0.3211], [-0.1072, -1.1086, -0.0045], [-0.4200, 0.9411, -0.4047], [1.0377, -0.2354, -0.2707], [-0.8778, 0.9186, 0.1570], [-0.3830, -0.5046, 0.8407], [-0.1830, 0.2731, 0.2508], [-0.1192, 0.0659, 0.9999], [-0.0557, -0.1649, 0.1626], [-0.0686, 0.0209, -0.0670], [-0.1586, -0.0791, -0.2418], [-0.0333, -0.0610, 0.0722], [0.0034, 0.0618, 0.1212], [0.0264, 0.0858, 0.0621], [0.0248, 0.0361, 0.0413], [0.0779, 0.0169, 0.0002], [0.0633, 0.0350, -0.0173], [0.0643, -0.0192, -0.0513], [0.1298, 0.0366, -0.0427], [-0.0359, -0.0309, -0.0897], [-0.0071, 0.2084, -0.0537], [0.0296, 0.0639, -0.0387], [-0.0939, -0.0485, 0.0054], [-0.0688, -0.0607, 0.0198], [-0.0391, -0.0412, 0.0254], [0.0453, -0.0457, 0.0575], [0.0276, -0.0154, 0.0548], [0.5890, 0.2716, 0.0552], [-0.0156, -0.0338, 0.1351], [0.0213, -0.0421, 0.0728], [-0.1348, 0.0337, 0.0990], [0.0214, -0.0092, 0.1139], [0.0298, 0.1527, -0.0886], [0.0276, 0.0319, -0.0711], [0.0137, 0.0417, -0.0536], [0.0254, -0.0717, -0.0316], [0.0244, 0.0174, -0.0567], [-0.0663, -0.1191, -0.0105], [-0.0163, -0.0114, 0.1466], [0.1370, -0.1015, 0.0021], [0.1575, 0.0458, 0.0043], [-0.0732, -0.0417, 0.0722], [-0.0160, -0.0131, -0.0966], [-0.0432, -0.0095, -0.0889], [-0.0390, 0.0024, -0.0562], [-0.0884, 0.0453, 0.0616], [-0.0560, 0.0400, -0.0259], [0.0647, 0.0568, 0.1168], [-0.0361, 0.0643, -0.1303], [-0.0167, 0.0071, 0.0270], [0.1762, 0.0449, -0.1345], [-0.0270, 0.1074, -0.0699], [0.0301, 0.0617, 0.0572], [-0.0339, 0.0117, 0.0841], [-0.0131, -0.0220, 0.0607], [-0.0179, -0.0850, 0.0226], [-0.0083, -0.0536, 0.0315], [0.0029, -0.1188, 0.0031]],
  "mulliken_charge": [-0.782, -0.767, 0.218, -0.255, 0.592, -1.121, 0.184, -1.280, -0.122, 0.732, -0.853, 0.124, -0.219, -1.102, 0.550, 0.759, -1.321, -0.383, -0.532, 1.117, -1.416, -0.015, -0.014, -0.186, -0.742, -0.029, -1.340, -0.656, -0.418, 0.116, 1.258, -0.636, -0.649, -0.437, 0.360, -0.023, 0.782, -0.475, 0.331, 0.227, 0.178, 0.388, 0.441, 0.273, 0.254, -0.094, 0.631, 0.263, 0.357, 0.279, 0.343, 0.315, 0.300, 0.337, 0.149, 0.445, 0.335, 0.560, 0.292, 0.366, 0.336, 0.391, 0.275, 0.156, 0.457, -0.293, 0.206, 0.347, 0.205, -0.935, 0.645, -0.693, -1.062, 0.238, 0.413, 0.341, 0.341, 0.394, 0.316, -0.928, 0.488, -0.613, -0.074, 0.326, 0.296, 0.339, 0.325, 0.413, -0.647, -0.329, 0.498, -0.618, -0.414, -0.432, 0.406, 0.407, 0.345, 0.371, -0.264, -0.942, 0.518, -0.624, -0.463, 0.334, 0.294, 0.337, 0.317, 0.345, -0.098, -0.884, 0.542, -0.596, -0.957, 0.282, 0.292, 0.349, 0.306, 0.360, 0.323],
  "e_tot_ev": -160946.251
}

=====

{
  "formula": "C19H60N10O11",
  "method": "ωB97M-V/def2-TZVPD",
  "species": ["C", "O", "H", "H", "H", "H", "C", "O", "H", "H", "H", "H", "C", "O", "N", "N", "H", "H", "H", "H", "C", "O", "N", "N", "H", "H", "H", "H", "C", "O", "N", "N", "H", "H", "H", "H", "C", "O", "N", "N", "H", "H", "H", "H", "C", "O", "N", "N", "H", "H", "H", "H", "C", "C", "C", "O", "H", "H", "H", "H", "H", "H", "H", "H", "C", "C", "C", "O", "H", "H", "H", "H", "H", "H", "H", "H", "C", "C", "C", "O", "H", "H", "H", "H", "H", "H", "H", "H", "C", "C", "C", "O", "H", "H", "H", "H", "H", "H", "H", "H"],
  "positions_angstrom": [[-4.5390, -2.6818, 0.8882], [-4.0920, -1.5378, 1.5512], [-5.5130, -2.9308, 1.1582], [-3.9810, -3.5178, 1.2492], [-4.3630, -2.5918, -0.1878], [-3.1180, -1.3378, 1.3782], [-0.7190, 0.4072, 4.2912], [-0.6420, 1.3282, 3.2582], [0.0000, 0.5882, 5.0922], [-0.5060, -0.5728, 3.9462], [-1.8080, 0.4192, 4.5572], [-1.5640, 1.3132, 2.8852], [3.4190, -0.7718, -0.0528], [4.2680, -1.7688, 0.4722], [2.8720, -0.7928, -1.2448], [3.1640, 0.3512, 0.5652], [2.9550, -1.6678, -1.7448], [2.5100, -0.0378, -1.7718], [3.4920, 0.4422, 1.5152], [2.8860, 1.1882, 0.0772], [-2.8780, -1.8638, -2.5698], [-1.8500, -2.7318, -2.1658], [-3.4610, -1.9958, -3.7528], [-3.2190, -0.8388, -1.8988], [-3.1580, -2.8528, -4.2878], [-4.1220, -1.3268, -4.1918], [-2.6290, -0.6628, -1.0858], [-3.8350, -0.0878, -2.2078], [-0.3990, -0.7948, 0.3352], [-1.7570, -0.8588, 0.6592], [0.4060, -0.0158, 1.0062], [0.1330, -1.5038, -0.6008], [-0.0440, 0.3632, 1.8402], [1.3790, -0.0888, 0.9872], [-0.5410, -2.1328, -1.1038], [1.1060, -1.4558, -0.9368], [-4.0800, 1.7062, 1.4052], [-2.9300, 1.2442, 1.9982], [-4.4320, 2.9212, 1.4182], [-4.9040, 0.9162, 0.7442], [-3.8890, 3.5722, 2.0312], [-5.1730, 3.3792, 0.8742], [-4.7890, -0.1198, 0.9152], [-5.9250, 1.1842, 0.6212], [0.9600, 4.6762, 3.7672], [1.1110, 4.5212, 5.1332], [0.7130, 3.6992, 2.9052], [1.1860, 5.8522, 3.2432], [0.4820, 2.7482, 3.2042], [0.3730, 3.8562, 1.9222], [1.1570, 6.6652, 3.8842], [0.8130, 5.9922, 2.3242], [0.9500, -4.8528, -2.2308], [2.0710, -3.9348, -1.9048], [3.4750, -4.5308, -1.8078], [2.2030, -2.9118, -2.5618], [0.9270, -5.6708, -1.4808], [1.1510, -5.3558, -3.1688], [-0.0140, -4.3838, -2.2288], [1.8770, -3.6628, -0.9088], [4.1340, -3.7648, -1.4608], [3.9000, -4.9278, -2.7378], [3.4080, -5.3128, -1.1688], [1.7380, -2.9428, -3.3738], [0.2320, -0.3888, -3.9358], [0.2750, -1.6998, -4.6948], [-0.4850, -1.7618, -5.9428], [1.4590, -1.9788, -5.0428], [-0.7370, -0.4418, -3.4338], [0.1960, 0.4822, -4.6158], [0.9990, -0.2028, -3.2058], [-0.0600, -2.4488, -3.9678], [-0.6260, -2.8698, -6.1808], [-0.0790, -1.1768, -6.7888], [-1.4590, -1.3648, -5.6858], [1.4480, -2.9508, -5.3108], [2.6990, 0.5692, 3.6502], [3.6980, 1.6802, 3.6232], [5.1400, 1.1912, 3.5752], [3.6690, 2.4772, 2.6482], [1.7840, 0.7502, 3.0832], [2.3630, 0.3952, 4.6722], [3.1280, -0.3408, 3.2692], [3.5220, 2.1772, 4.5592], [5.3870, 0.4112, 4.2402], [5.7510, 2.0142, 3.7392], [5.4170, 0.6872, 2.6212], [2.8450, 2.9322, 2.7062], [-1.3570, 1.9782, -1.1768], [-0.5630, 3.0732, -0.4088], [-1.4410, 3.8672, 0.6062], [0.4150, 2.6062, 0.1722], [-2.0580, 1.5062, -0.4848], [-0.7900, 1.1442, -1.5178], [-1.9320, 2.4012, -1.9728], [-0.2880, 3.8242, -1.0958], [-1.0330, 4.8692, 0.8482], [-1.5250, 3.3982, 1.5502], [-2.5080, 3.9662, 0.2752], [0.1730, 1.6782, 0.3582]],
  "forces_ev_per_angstrom": [[2.2576, 0.0133, -0.5528], [0.2590, 1.0056, 0.4616], [-2.0192, 0.1819, 0.1776], [0.6941, -0.8965, -0.0117], [-0.4070, -0.2154, -0.0537], [-1.0082, -0.4244, 0.0309], [-1.5095, -0.3150, 1.1077], [-0.1737, 0.5481, -1.0591], [-0.4414, 0.5024, 0.1197], [0.2329, -1.2665, -0.5055], [1.0986, -0.3216, 0.8563], [0.4984, 0.6198, -0.3891], [5.5246, -4.4619, 2.3034], [-5.0760, 4.8846, -2.6776], [0.3024, -2.4163, -1.7002], [0.4162, 1.6026, 2.5489], [0.2088, 0.2309, -0.4856], [-0.1446, 0.9316, 0.0803], [0.3098, 0.3750, -0.3855], [-0.0324, 0.0010, 0.1252], [5.2201, -4.7255, -0.0242], [-4.9051, 3.5313, -2.0051], [-0.2913, -2.3173, -2.9391], [-0.2310, 3.1192, 2.8267], [-0.7282, 1.6641, 0.7871], [0.9172, -0.9232, 0.8162], [-0.2397, 0.0802, 0.6836], [0.3007, -0.6806, 0.0421], [-5.6579, -1.2234, 1.5677], [5.9004, 0.3472, -2.0453], [-2.0374, 1.8140, 1.9984], [-0.7130, -2.4867, -2.7471], [0.3468, 0.2575, 0.2304], [1.6000, -0.2912, -0.1211], [0.5137, 0.6092, 0.1891], [-0.8189, 0.2069, 0.6872], [5.3312, -5.1761, 2.5358], [-5.3127, 2.2842, -2.4293], [-0.1103, 7.1711, 1.6632], [-2.7158, -2.5509, -1.1494], [-0.7213, -1.0243, -1.0174], [0.5640, -0.9393, 0.4259], [0.4261, 0.7834, 0.0561], [2.1632, -0.1470, 0.3331], [0.9195, -1.9514, 7.8797], [-0.8375, 0.2609, -6.5713], [-0.5303, -1.4255, -1.8079], [-0.0182, 3.4761, -0.2600], [-0.1925, 0.5795, 0.3732], [0.9971, 0.0124, 1.7365], [0.0998, -1.0938, -0.6961], [0.1017, 0.3885, -0.3142], [0.3299, -1.7899, 0.1043], [1.1252, -8.3227, 5.8094], [-0.3762, 0.2201, -1.8215], [0.0017, 9.1590, -6.2792], [-0.0482, 0.4942, -0.3375], [-0.2062, -0.1222, -0.6229], [-0.5479, 0.4318, -0.1118], [-0.3604, 0.4196, 2.1500], [0.4308, 0.4008, 0.5147], [-0.4076, 0.1940, -0.2501], [0.4193, -2.5060, 2.3573], [-0.2997, 0.5896, -1.4689], [-1.6317, 0.8151, -0.9270], [-4.5918, 1.6342, 2.6256], [-3.0596, -0.7706, -0.7845], [9.0821, -4.2797, -1.8695], [0.0929, 0.4605, 0.2840], [0.1468, -0.3099, 0.1669], [0.3873, -0.4157, 0.1958], [-0.9225, -0.0443, 0.0527], [0.1933, 1.4526, -0.2116], [0.1048, -0.4370, 0.6028], [-0.7709, -0.0082, -0.5694], [0.5947, 1.9111, -0.0462], [-1.0882, -1.0205, 0.1130], [2.1507, -4.6001, 5.5089], [-0.6001, -1.9405, -0.6856], [-0.8557, 4.9058, -6.4503], [0.0999, 0.3541, -0.0483], [0.1524, -0.2038, 0.0197], [0.0715, -0.7337, -0.1137], [0.2752, 0.6955, 0.9124], [0.1019, -0.7258, 1.4525], [1.3445, 1.4177, 0.1910], [-0.5114, 0.7582, 0.0680], [-1.1587, 1.1648, -0.5668], [-1.1231, 0.7770, 1.3565], [-8.4163, 3.4865, -3.6831], [-1.6441, 0.9046, -1.1166], [8.0732, -4.4835, 4.3045], [-0.1656, 0.0956, 0.2225], [1.0546, -0.3099, -0.6144], [-0.3189, 0.2243, -0.6847], [0.6001, 0.9968, -1.4072], [-0.1427, -0.2504, -0.5691], [0.0273, -1.0777, 0.9071], [1.0444, 0.2961, -0.0602], [1.0126, -0.1157, 0.6850]],
  "mulliken_charge": [-0.526, -0.735, 0.374, 0.318, -0.008, 0.556, -1.139, -0.313, 0.289, 0.367, 0.403, 0.470, 0.711, -0.737, -0.363, -0.218, 0.124, 0.166, -0.232, 0.129, 0.311, -0.755, -0.349, 0.115, 0.313, 0.172, -0.439, 0.288, 0.463, -0.509, 0.474, 1.062, -0.458, -0.062, -0.098, -0.497, 0.088, -0.627, -0.330, -0.307, 0.342, 0.165, 0.354, 0.228, 0.618, -0.742, 0.076, -0.403, 0.228, -0.314, 0.297, 0.184, -1.623, 1.113, -1.805, -0.601, 0.393, 0.369, 0.277, 0.278, 0.400, 0.286, 0.531, 0.065, -0.238, 1.340, -1.692, -0.588, -0.154, 0.439, -0.251, -0.067, 0.386, 0.335, 0.403, 0.429, -1.050, 0.373, -1.625, -0.529, -0.024, 0.436, 0.487, 0.551, 0.425, 0.420, 0.320, 0.339, -0.808, 0.914, -1.590, -0.433, -0.142, -0.061, 0.689, 0.539, 0.276, 0.433, 0.445, 0.067],
  "smiles": "NC(N)=O.NC(N)=O.NC(N)=O.NC(N)=O.NC(N)=O.CC(C)O.CC(C)O.CC(C)O.CC(C)O.CO.CO",
  "e_tot_ev": -58095.203
}

=====

| no. | highest occupied orbital energy (eV) | orbital gap (Ha) | LUMO energy (eV) |
| --- | --- | --- | --- |
| 1 | -8.1144 | 0.2602 | -1.035 |
| 2 | -8.8248 | 0.3236 | -0.019 |